1.
21
Properties=species:S:1:pos:R:3:forces:R:3 method="wB97M-V/def2-TZVPD" e_homo_ev=-10.966 spin_multiplicity=1 e_above_lowest_kj_mol=481.4 mol_weight_g_mol=159.2 charge=+1
C -0.966 1.258 -0.538 0.453 -1.270 1.087
C 2.477 1.127 0.385 -0.917 -0.769 -0.946
C 0.499 -0.739 -0.482 2.983 0.885 0.260
C 3.732 1.852 0.617 0.656 -0.066 -1.218
C -3.316 1.889 -0.380 -0.729 3.881 0.517
C -1.846 2.229 -0.395 0.955 1.684 -0.992
N -0.392 0.153 -0.382 -2.143 3.466 -0.403
N -0.410 -4.249 0.370 -1.412 2.867 -1.134
O 0.402 -1.939 -0.545 -0.919 -2.592 -0.220
S 2.389 -0.327 -0.395 -0.617 1.260 0.684
H 3.937 2.253 -0.459 0.035 -0.674 1.546
H 4.595 1.196 0.972 -0.886 1.186 -0.443
H 3.516 2.763 1.193 0.545 -0.534 0.175
H -3.617 2.330 0.607 -0.137 -1.642 -0.180
H -4.010 2.577 -0.970 1.468 -0.810 -0.142
H -3.505 0.906 -0.685 -0.549 -1.475 0.405
H -1.562 3.372 -0.352 -0.224 -2.679 -0.045
H 0.230 -4.382 1.112 0.436 -1.032 1.107
H -0.694 -4.984 -0.231 1.297 -1.360 -1.095
H -0.106 -3.282 -0.069 0.102 -0.809 -0.541
H -1.353 -4.005 0.626 -0.398 0.481 1.575

=====

2.
22
Properties=species:S:1:pos:R:3:forces:R:3 method="wB97M-V/def2-TZVPD" e_homo_ev="-13.356 / -13.061" spin_multiplicity=2 e_above_lowest_kj_mol=558.9 mol_weight_g_mol=134.2 charge=+1
C 0.498 0.813 1.216 -0.213 1.408 -0.585
N -0.477 -0.217 0.682 2.790 -2.918 1.586
C 0.307 -1.234 -0.321 1.644 1.955 1.382
C 1.036 -2.176 0.449 -1.549 1.938 1.345
S -0.038 2.235 -1.444 0.206 0.967 -0.453
C -0.816 -1.660 -1.187 -2.491 -1.497 -1.611
N -1.164 -0.535 -1.988 1.190 1.552 -1.098
C -0.298 2.128 1.638 1.009 -0.827 0.336
H 1.154 1.063 0.344 -0.300 -0.054 0.929
H 1.111 0.430 2.028 0.041 -0.032 0.069
H -0.430 -0.995 1.408 -1.690 1.921 0.115
H 0.909 -0.549 -0.914 0.578 -0.584 -0.125
H 2.088 -2.259 0.472 1.154 -0.329 -0.532
H 0.547 -2.576 1.343 -0.136 -0.810 -0.578
H 0.927 2.823 -2.160 0.081 0.014 -0.226
H -1.690 -2.043 -0.622 0.587 0.297 0.100
H -0.463 -2.508 -1.823 -0.434 0.790 0.148
H -0.341 -0.453 -2.637 -1.489 0.346 0.211
H -1.273 0.480 -1.579 -0.107 -3.188 -0.521
H -1.099 2.163 0.941 -0.846 0.379 -0.516
H -0.778 1.964 2.626 0.643 0.419 -0.440
H 0.290 3.108 1.528 -0.666 -1.748 0.463

=====

3.
265
Properties=species:S:1:pos:R:3:forces:R:3 method="wB97M-V/def2-TZVPD" e_homo_ev=-7.965 spin_multiplicity=1 smiles=CC1(C)CCCC(C)(C)N1O.CC1(C)CCCC(C)(C)N1O.CC1(C)CCCC(C)(C)N1O.CC1(C)CCCC(C)(C)N1O.CC1(C)CCCC(C)(C)N1O.CC1(C)CCCC(C)(C)N1O.COC[C@H](C)N.COC[C@H](C)N.COC[C@H](C)N.COC[C@H](C)N.COC[C@H](C)N e_above_lowest_kj_mol=423.3 mol_weight_g_mol=1389.2 charge=0
C -5.212 -1.143 6.766 -0.134 -0.603 -0.468
C -5.189 -1.584 5.293 1.085 1.114 0.306
C -5.868 -2.934 5.208 -0.859 1.181 -1.003
C -6.027 -0.469 4.506 1.731 -0.441 0.157
C -5.239 0.878 4.395 1.626 -1.751 -0.308
C -3.725 0.567 3.852 -2.244 0.397 0.949
C -2.935 -0.475 4.618 -1.054 -0.367 0.333
C -1.824 -0.998 3.708 0.254 -0.012 1.141
C -2.440 0.160 5.948 -0.769 0.469 -0.629
N -3.790 -1.672 4.789 -0.088 -0.712 -0.053
O -3.064 -2.547 5.693 -1.500 1.034 0.762
H -4.805 -1.927 7.437 0.048 0.793 -0.380
H -4.785 -0.151 6.859 0.208 -0.163 0.462
H -6.265 -1.063 6.921 -0.820 0.162 0.893
H -6.916 -2.666 5.392 0.004 -0.778 0.452
H -5.857 -3.253 4.186 0.124 -0.362 -0.874
H -5.468 -3.736 5.799 0.115 -0.025 0.682
H -6.380 -0.749 3.496 0.673 -0.274 0.338
H -6.939 -0.371 5.059 -0.553 0.325 0.498
H -5.759 1.404 3.637 -0.273 0.923 -0.885
H -5.247 1.536 5.275 0.103 -0.585 0.005
H -3.141 1.448 3.937 0.458 1.219 -0.044
H -3.760 0.345 2.801 -0.263 -0.388 -0.561
H -1.185 -0.147 3.445 0.324 -0.432 -0.068
H -2.310 -1.421 2.827 0.213 0.028 -0.014
H -1.314 -1.815 4.285 0.114 1.011 -0.883
H -1.509 0.658 5.809 0.897 0.537 -0.525
H -2.220 -0.572 6.704 -0.492 -0.292 0.422
H -3.146 0.973 6.251 0.484 -0.907 0.174
H -2.482 -3.040 5.129 0.505 -1.085 -0.941
C 3.753 1.488 -3.006 -0.661 -1.867 -0.083
C 4.086 2.321 -1.797 1.144 1.402 -0.879
C 5.308 3.117 -2.337 0.758 -1.373 0.732
C 2.985 3.320 -1.496 0.714 0.170 -0.540
C 3.372 4.207 -0.342 1.727 -1.210 0.515
C 3.634 3.357 0.898 0.486 -0.948 -0.508
C 4.524 2.086 0.687 0.803 1.667 0.785
C 6.003 2.510 0.865 -0.009 -0.205 1.314
C 4.227 1.078 1.792 -1.298 0.528 0.630
N 4.200 1.508 -0.601 0.019 -1.599 -0.224
O 5.135 0.452 -0.822 0.502 0.348 -0.245
H 3.725 2.110 -3.882 -0.133 0.299 -0.293
H 4.495 0.670 -3.214 -0.641 0.725 0.438
H 2.748 1.043 -2.893 0.299 -0.149 -0.069
H 4.927 3.620 -3.198 -0.009 0.507 -0.641
H 5.739 3.849 -1.666 0.194 -0.012 0.101
H 6.066 2.375 -2.682 -0.212 0.721 0.337
H 2.791 3.923 -2.373 -0.101 -0.173 -0.158
H 2.130 2.691 -1.323 -0.849 0.205 0.503
H 4.298 4.804 -0.510 -0.842 -0.151 -0.400
H 2.565 4.825 -0.103 -1.191 1.448 0.262
H 2.685 2.944 1.191 -0.606 0.213 0.731
H 4.145 3.961 1.651 -0.506 -0.155 0.349
H 6.301 3.284 0.223 0.083 1.364 -1.008
H 6.691 1.716 0.602 0.051 -0.426 0.448
H 6.192 2.922 1.915 -0.301 -0.927 -1.243
H 4.947 0.287 1.843 0.544 -0.365 -0.007
H 3.231 0.631 1.652 0.342 0.127 0.069
H 4.183 1.598 2.775 0.253 -0.265 -0.587
H 4.692 -0.400 -0.734 -0.334 0.002 0.012
C 0.215 5.313 -2.758 -1.417 0.040 -1.341
C -0.015 5.004 -4.271 -1.005 0.325 0.726
C -1.063 3.877 -4.485 -0.158 0.397 -0.296
C -0.659 6.269 -4.911 1.300 -0.214 -1.095
C 0.345 7.398 -5.168 -0.548 -0.913 -0.975
C 1.457 6.817 -5.997 1.583 0.897 2.352
C 2.170 5.657 -5.263 1.576 0.087 0.526
C 3.174 5.070 -6.217 -0.718 -1.071 -1.174
C 3.074 6.169 -4.029 -2.035 -0.162 -0.531
N 1.185 4.635 -4.988 0.166 -0.751 0.094
O 1.799 3.469 -4.338 -0.115 2.331 -0.011
H -0.786 5.508 -2.336 0.471 -0.199 0.033
H 0.671 4.465 -2.295 0.349 -0.366 0.545
H 0.800 6.219 -2.668 0.092 -0.061 0.348
H -2.012 4.211 -4.045 0.159 -0.255 0.144
H -1.273 3.778 -5.579 0.377 -0.085 0.752
H -0.769 2.901 -4.076 -0.148 0.512 -0.025
H -1.046 5.942 -5.905 -0.197 0.431 0.706
H -1.398 6.692 -4.266 -1.024 -0.302 0.327
H -0.130 8.192 -5.780 0.183 -0.076 0.857
H 0.786 7.722 -4.250 -0.153 0.857 0.684
H 2.226 7.623 -6.071 -0.414 -0.643 -0.828
H 1.002 6.483 -6.882 0.072 -0.451 -1.656
H 3.694 4.158 -5.892 -0.146 0.484 0.232
H 3.841 5.845 -6.478 1.204 0.720 -0.224
H 2.652 4.821 -7.150 0.048 -0.198 0.080
H 3.600 5.322 -3.568 -0.435 0.465 0.091
H 2.412 6.752 -3.393 0.194 -0.588 0.782
H 3.772 6.936 -4.285 0.814 0.170 -0.917
H 1.376 2.748 -4.813 -0.337 -0.917 -0.612
C 3.432 -5.413 0.825 -1.026 0.354 -1.984
C 3.605 -6.731 1.463 0.079 -0.975 0.485
C 2.589 -7.738 0.898 0.588 -0.537 -1.293
C 5.095 -7.208 1.279 -1.696 -0.023 0.300
C 6.014 -6.317 2.099 2.519 -0.805 1.216
C 5.632 -6.275 3.593 -2.374 1.281 -0.370
C 4.102 -5.781 3.749 2.620 -0.506 -0.122
C 3.782 -5.909 5.234 0.565 -4.088 -1.376
C 4.014 -4.318 3.437 1.444 1.801 -1.045
N 3.314 -6.671 2.913 -0.105 -0.331 0.948
O 1.995 -6.162 3.102 -0.963 -0.254 -0.295
H 4.344 -4.861 0.829 0.228 0.708 -0.087
H 3.075 -5.503 -0.213 0.568 -0.311 -0.070
H 2.590 -4.898 1.239 -0.132 0.612 0.732
H 2.586 -8.686 1.450 -0.058 0.283 0.081
H 1.572 -7.345 0.789 0.185 0.102 0.424
H 2.867 -7.994 -0.152 0.038 0.160 0.622
H 5.072 -8.275 1.547 0.580 0.300 0.203
H 5.294 -7.142 0.208 0.171 0.007 0.049
H 7.084 -6.682 2.126 -0.987 -0.128 -0.477
H 6.170 -5.339 1.653 -0.532 0.273 0.046
H 6.207 -5.657 4.311 0.155 -0.016 -0.990
H 5.632 -7.256 4.020 0.134 -0.886 0.061
H 3.121 -5.210 5.538 -2.243 2.187 1.083
H 4.692 -5.836 5.786 0.575 0.173 0.562
H 3.354 -6.941 5.403 0.408 1.026 0.057
H 4.497 -3.793 4.251 -0.012 0.218 0.429
H 3.035 -3.895 3.322 -0.737 -0.147 0.156
H 4.581 -3.935 2.551 -0.378 -0.696 0.581
H 1.426 -6.943 3.175 0.331 0.168 0.050
C -1.933 4.217 1.079 0.181 0.461 -0.376
C -1.510 5.691 1.533 0.283 -1.223 0.527
C -0.937 6.405 0.293 -0.567 0.615 -0.174
C -2.751 6.423 2.055 1.042 0.339 0.827
C -3.157 5.951 3.486 -0.919 -0.255 -2.052
C -2.013 6.133 4.409 0.743 -1.590 0.164
C -0.786 5.265 4.008 0.797 1.557 0.148
C 0.457 5.621 4.913 0.078 0.371 -0.652
C -1.023 3.818 4.170 1.698 -0.187 2.190
N -0.440 5.718 2.589 0.690 -0.965 -0.211
O 0.618 4.801 2.039 0.264 1.598 0.792
H -2.416 4.401 0.083 0.460 -0.645 0.703
H -1.013 3.602 0.992 -0.592 0.405 -0.331
H -2.640 3.609 1.700 0.435 0.999 -0.195
H -0.437 7.378 0.532 -0.474 -0.836 -0.013
H -0.278 5.796 -0.311 0.414 -0.238 0.422
H -1.770 6.597 -0.412 0.146 0.209 0.406
H -2.520 7.526 2.134 -0.278 -0.990 -0.204
H -3.489 6.266 1.281 -0.589 0.136 0.058
H -3.946 6.614 3.758 -0.733 0.540 0.521
H -3.631 4.950 3.523 0.540 0.247 -0.214
H -2.373 5.856 5.421 0.733 0.607 -0.235
H -1.672 7.131 4.243 0.120 1.021 0.800
H 1.374 5.313 4.379 -0.367 -0.084 0.371
H 0.478 5.193 5.935 -0.380 -0.139 -0.715
H 0.544 6.697 5.060 -0.111 0.159 -0.187
H -0.937 3.565 5.254 -0.358 0.072 -0.748
H -0.261 3.271 3.685 0.987 -0.675 -0.588
H -1.910 3.497 3.797 -2.793 -0.946 -0.985
H 1.443 5.361 2.020 -1.404 -0.661 0.110
C 0.958 -2.271 1.325 0.029 -2.308 -1.761
C 1.170 -2.022 -0.212 1.776 1.458 -0.676
C 2.709 -2.226 -0.471 -0.601 0.723 0.261
C 0.404 -2.870 -1.218 -0.307 0.365 0.664
C -1.025 -2.416 -1.362 -0.903 -0.155 -0.101
C -1.107 -0.953 -1.790 -0.433 -1.628 -1.223
C -0.328 -0.039 -0.869 -0.237 1.108 -0.910
C -0.224 1.277 -1.676 -0.366 0.933 2.005
C -1.058 0.238 0.439 1.596 1.806 0.034
N 0.982 -0.585 -0.676 1.568 -1.019 0.089
O 1.744 0.257 0.188 -0.509 0.168 0.017
H 0.111 -1.813 1.738 -1.312 0.771 0.464
H 1.814 -1.965 1.881 0.668 0.330 0.314
H 0.831 -3.388 1.482 0.264 1.117 -0.125
H 3.153 -1.473 0.225 0.281 -1.070 -0.433
H 3.003 -1.933 -1.510 -0.438 -0.337 0.689
H 2.999 -3.268 -0.269 0.129 0.604 0.067
H 0.853 -2.749 -2.230 0.112 -0.397 0.759
H 0.397 -3.892 -0.841 0.345 -0.286 -0.425
H -1.670 -2.605 -0.485 0.716 0.112 -0.040
H -1.448 -3.051 -2.139 -0.375 -0.009 -0.206
H -2.129 -0.636 -1.764 -0.881 0.290 0.311
H -0.953 -0.948 -2.926 0.848 0.556 1.465
H -0.045 2.177 -1.033 0.000 -0.755 -0.192
H 0.627 1.237 -2.337 -0.175 -0.095 -0.759
H -1.239 1.441 -2.063 0.537 0.086 -0.700
H -0.248 0.712 1.095 -1.392 -0.630 -0.533
H -1.852 0.969 0.275 -0.084 -0.072 0.128
H -1.442 -0.641 0.870 -0.527 -1.034 0.701
H 2.495 0.658 -0.314 -0.277 -0.239 -0.100
C 6.638 -1.787 0.420 0.537 1.340 1.317
O 5.858 -2.188 -0.694 1.451 -0.484 0.060
C 6.691 -2.151 -1.877 -2.507 2.706 -0.574
C 5.809 -2.360 -3.107 -0.015 -1.661 -0.345
C 5.094 -3.739 -3.101 2.574 -0.492 -0.755
N 6.592 -2.207 -4.331 -1.612 0.928 0.049
H 6.061 -1.670 1.364 -0.345 -0.336 -0.903
H 7.044 -0.760 0.243 -0.139 -0.703 -0.021
H 7.493 -2.421 0.741 -0.426 -0.196 -0.853
H 7.094 -1.100 -2.009 0.005 -1.074 0.494
H 7.448 -2.875 -1.926 1.277 -1.109 0.524
H 5.011 -1.656 -3.197 -0.373 0.967 0.367
H 5.866 -4.535 -2.878 -0.726 0.593 -0.322
H 4.682 -3.938 -4.085 -0.003 0.004 -0.197
H 4.331 -3.864 -2.394 -1.002 0.224 1.204
H 6.864 -1.251 -4.486 0.237 0.062 -0.034
H 7.328 -2.832 -4.501 1.084 -0.948 0.081
C -5.483 -6.679 2.300 0.464 0.193 -2.356
O -4.668 -5.554 2.162 0.802 -0.011 0.690
C -3.700 -5.527 3.219 0.648 -0.931 -1.033
C -2.601 -4.536 2.725 1.208 -0.117 2.576
C -1.749 -4.978 1.526 -1.159 1.257 0.181
N -1.672 -4.328 3.937 -0.243 1.069 -1.679
H -5.894 -6.771 3.237 -0.619 -0.404 2.606
H -4.988 -7.572 1.946 0.395 -0.500 0.312
H -6.314 -6.556 1.652 -0.861 0.282 -0.835
H -4.265 -5.353 4.173 0.992 0.560 -0.556
H -3.183 -6.544 3.347 -0.730 0.886 -0.294
H -3.110 -3.606 2.622 -0.300 0.867 -0.681
H -1.230 -4.127 1.059 0.076 -0.179 0.592
H -2.418 -5.286 0.762 -0.552 -0.812 -0.849
H -1.053 -5.745 1.799 0.349 -0.482 0.103
H -0.712 -4.037 3.632 -1.216 -0.606 0.271
H -1.649 -5.250 4.287 0.846 -1.105 0.994
C 2.463 -2.089 -6.338 -1.273 0.076 1.227
O 1.888 -0.795 -6.581 -0.330 -0.706 0.612
C 0.436 -0.806 -6.546 1.481 0.387 0.485
C -0.042 0.631 -6.392 3.356 -0.858 0.524
C 0.441 1.456 -7.551 -0.882 -0.292 -0.470
N 0.648 1.154 -5.194 0.688 -0.199 0.216
H 2.065 -2.819 -7.062 0.595 0.175 -0.046
H 2.159 -2.493 -5.318 0.169 0.554 -0.895
H 3.545 -1.979 -6.293 -0.038 -0.091 -0.500
H 0.143 -1.227 -7.460 -0.854 -0.718 -1.477
H 0.062 -1.416 -5.730 0.063 -0.229 0.379
H -1.078 0.576 -6.348 -2.001 0.430 0.506
H 0.150 2.470 -7.337 -0.174 0.543 -0.397
H -0.021 1.043 -8.462 0.226 0.539 0.016
H 1.515 1.425 -7.631 0.372 -0.125 -0.034
H 0.176 1.108 -4.306 -0.548 -0.370 0.007
H 1.532 0.618 -5.087 -0.759 0.486 -0.148
C -4.053 -2.412 -0.310 -0.133 0.527 2.252
O -5.453 -2.341 -0.200 0.914 -0.100 -2.407
C -5.864 -2.003 1.058 -0.133 -1.270 0.670
C -7.341 -2.183 1.094 -0.661 1.377 -1.743
C -7.805 -3.529 0.697 0.100 -1.786 0.258
N -8.092 -1.178 0.248 1.045 0.134 1.030
H -3.624 -1.451 -0.007 0.110 0.297 0.108
H -3.744 -2.537 -1.311 0.062 -0.740 -1.070
H -3.633 -3.144 0.439 -0.354 0.207 -1.027
H -5.436 -2.769 1.702 0.252 0.098 0.892
H -5.537 -1.019 1.364 0.178 0.608 0.119
H -7.646 -2.059 2.076 -0.665 0.647 2.133
H -8.837 -3.640 1.031 0.021 -0.188 -0.139
H -7.190 -4.374 1.098 -0.394 0.761 -0.004
H -7.766 -3.642 -0.366 -0.093 -0.073 -0.753
H -7.692 -1.240 -0.698 -0.150 0.293 0.517
H -7.828 -0.247 0.635 -0.313 -0.789 -0.855
C -4.103 -0.569 -4.301 -0.040 -0.660 -0.340
O -4.439 0.664 -3.699 0.442 -0.083 -1.214
C -5.526 0.602 -2.818 0.333 0.032 0.306
C -5.606 1.907 -2.073 -1.916 -0.647 0.725
C -4.368 2.227 -1.312 -0.452 2.795 1.474
N -6.791 1.718 -1.097 1.779 -0.660 -1.720
H -4.978 -1.203 -4.436 -0.469 0.192 -0.438
H -3.503 -1.215 -3.652 0.504 0.345 0.230
H -3.582 -0.471 -5.292 -0.510 0.360 1.041
H -6.504 0.432 -3.251 -0.230 -0.164 -0.903
H -5.382 -0.236 -2.147 0.079 -0.155 0.705
H -5.912 2.726 -2.713 0.397 0.105 -0.586
H -4.286 1.487 -0.527 0.500 -0.261 0.272
H -4.588 3.267 -0.774 0.726 -1.995 -0.917
H -3.444 2.354 -1.890 -0.423 -0.277 0.074
H -7.621 2.046 -1.575 -0.087 0.274 0.528
H -6.525 2.257 -0.308 -0.547 0.771 0.856